[1]
This record from the OMol25 dataset describes the ion C3H7N2S with charge +1. The level of theory is ωB97M-V/def2-TZVPD.

Computed properties:
Net charge ... +1
Frontier orbital gap ... 7.50 eV
ΔE to the lowest compared entry with this formula, charge and spin ... 4.6500 eV
Structure (SMILES) ... [H]/N=[N+](/C)CC=S

Structure (XYZ):
```
13
Properties=species:S:1:pos:R:3:lowdin_charge:R:1
H -0.587 -1.253 -1.994 0.09
N -0.004 -0.475 -1.931 0.28
N 0.371 -0.188 -0.797 -0.12
C 1.435 0.665 -0.397 -0.02
C -0.620 -0.750 0.586 -0.05
C -1.504 0.348 1.177 -0.60
S -0.933 1.752 1.784 0.82
H 1.450 1.160 0.574 0.07
H 1.688 1.320 -1.211 0.11
H 2.230 -0.080 -0.265 0.14
H 0.211 -0.944 1.196 0.08
H -1.188 -1.710 0.237 0.15
H -2.548 0.154 1.042 0.05
```

[2]
This record from the OMol25 dataset describes a structure of composition C27H45N2. The level of theory is ωB97M-V/def2-TZVPD.

Computed properties:
Net charge ... +1
Frontier orbital gap ... 7.93 eV
ΔE to the lowest compared entry with this formula, charge and spin ... 25.9187 eV

Structure (XYZ):
```
74
Properties=species:S:1:pos:R:3:lowdin_charge:R:1
C -10.314 -0.843 0.825 -0.10
C -9.215 -0.298 1.748 -0.24
C -8.247 0.827 1.124 -0.21
C -7.373 0.099 0.120 -0.26
C -6.389 0.984 -0.501 -0.34
C -5.483 0.465 -1.290 -0.31
C -4.560 1.447 -1.790 -0.27
C -3.597 2.330 -1.078 -0.26
C -2.766 1.432 -0.169 -0.20
C -1.669 0.524 -0.871 -0.28
C -0.873 -0.054 0.081 -0.16
H -0.391 0.513 0.645 0.03
C 0.222 -1.273 -0.826 -0.08
C 1.082 -1.858 0.251 -0.18
C 2.088 -2.772 -0.690 -0.08
C 2.911 -3.661 0.455 -0.06
H 2.388 -4.361 1.064 0.10
H 3.492 -4.394 -0.211 0.11
C 4.091 -2.727 1.109 -0.23
N 4.918 -2.106 0.452 -0.03
C 4.941 -0.862 -0.086 -0.31
N 5.871 -0.582 -0.711 -0.06
C 6.596 -1.762 -1.026 0.10
C 5.885 -2.751 -0.161 0.06
H 6.119 -3.681 -0.468 0.11
H 7.521 -1.963 -1.752 0.19
C 6.411 0.403 -1.443 -0.05
C 7.068 1.654 -0.436 -0.13
C 7.950 0.970 0.542 -0.01
C 8.650 1.796 1.442 0.00
C 8.224 3.266 1.430 0.03
C 7.189 3.620 0.521 -0.14
C 6.658 2.856 -0.268 -0.20
H 5.837 3.077 -0.964 0.14
H 6.874 4.608 0.729 0.11
H 8.716 4.004 2.247 0.15
H 9.420 1.456 1.841 0.01
H 8.355 -0.001 0.609 0.09
H 7.105 0.412 -2.215 0.11
H 5.419 1.205 -1.799 0.21
C 4.189 0.143 0.663 0.10
H 3.100 0.417 0.094 0.18
H 3.654 -0.044 1.535 0.08
H 4.604 1.020 0.559 0.02
H 4.429 -3.456 1.754 0.13
H 3.622 -2.168 1.779 0.09
H 1.653 -3.518 -1.216 0.07
H 2.852 -2.234 -1.126 0.06
H 0.443 -2.539 0.663 0.08
H 1.415 -1.228 0.994 0.08
H -0.304 -1.692 -1.461 0.00
H 0.863 -0.385 -1.356 0.14
H -1.250 -0.853 0.568 0.07
H -1.023 1.147 -1.377 0.10
H -2.122 -0.174 -1.417 0.08
H -2.124 2.135 0.842 0.19
H -3.375 0.684 0.444 0.11
H -4.280 2.935 -0.255 0.15
H -2.893 3.080 -1.495 0.12
H -4.912 2.311 -2.201 0.07
H -3.782 0.996 -2.783 0.20
H -4.811 -0.249 -0.758 0.15
H -5.943 0.093 -2.218 0.16
H -6.025 1.536 0.616 0.19
H -6.922 1.877 -0.790 0.14
H -6.857 -0.775 0.652 0.15
H -7.969 -0.366 -0.654 0.11
H -7.778 1.319 2.087 0.14
H -9.118 1.447 0.735 0.12
H -9.870 0.255 2.969 0.20
H -8.737 -0.984 2.300 0.01
H -10.856 -0.052 0.369 0.07
H -9.936 -1.419 -0.067 0.10
H -11.064 -1.260 1.067 -0.06
```

[3]
This record from the OMol25 dataset describes an isolated molecule of C5H7NO. The level of theory is ωB97M-V/def2-TZVPD.

Computed properties:
Frontier orbital gap ... 10.74 eV
ΔE to the lowest compared entry with this formula, charge and spin ... 1.1940 eV
Structure (SMILES) ... [H]/N=C1\OC[C@H]2C[C@@H]12

Structure (XYZ):
```
14
Properties=species:S:1:pos:R:3:lowdin_charge:R:1
H 2.650 -1.623 -0.485 0.06
N 1.737 -1.747 -0.048 0.16
C 0.998 -0.749 -0.273 -0.44
O 1.355 0.338 -1.028 -0.02
C 0.403 1.395 -0.862 -0.13
C -0.863 0.730 -0.363 -0.20
C -1.313 -0.506 -1.065 -0.06
C -0.424 -0.618 0.147 -0.14
H 0.275 1.903 -1.821 0.13
H 0.806 2.111 -0.131 0.13
H -1.667 1.331 0.031 0.14
H -0.922 -0.760 -2.045 0.12
H -2.351 -0.770 -0.893 0.11
H -0.737 -1.125 1.052 0.15
```

[4]
This record from the OMol25 dataset describes a cluster of 2 separate species, C4H12O in total. The level of theory is ωB97M-V/def2-TZVPD.

Computed properties:
Frontier orbital gap ... 11.17 eV
ΔE to the lowest compared entry with this formula, charge and spin ... 0.7942 eV
Structure (SMILES) ... CCO.CC

Structure (XYZ):
```
17
Properties=species:S:1:pos:R:3:lowdin_charge:R:1
C -0.790 2.458 0.750 -0.08
C -1.425 1.055 0.866 -0.31
O -2.426 1.066 1.880 -0.10
H 0.248 2.437 0.501 0.05
H -0.934 2.982 1.693 0.07
H -1.216 2.978 -0.112 0.07
H -1.902 0.803 -0.085 0.11
H -0.651 0.336 1.124 0.10
H -2.130 0.550 2.645 0.09
C 1.511 -1.975 -1.823 -0.17
C 2.924 -2.455 -1.560 -0.18
H 1.367 -0.900 -1.717 0.05
H 1.325 -2.075 -2.890 0.06
H 0.833 -2.458 -1.124 0.06
H 3.710 -1.926 -2.075 0.06
H 3.024 -3.480 -1.890 0.06
H 3.261 -2.491 -0.536 0.05
```

no.,HOMO energy (eV),energy (Ha),maximum force (Eh/bohr)
1,-13.56,-625.80130,0.11398
2,-10.66,-1164.19702,0.32532
3,-9.76,-324.68059,0.01151
4,-10.29,-234.80343,0.02039